[1]
Formula: C31H53N4O3PPdS
Source: the Open Molecules 2025 dataset
Level of theory: ωB97M-V/def2-TZVPD

```
! wB97M-V def2-TZVPD RIJCOSX def2/J DEFGRID3
* xyz 2 1
Pd -0.0843 1.0236 -0.2650
N 1.0267 4.7809 1.2438
C 1.8308 4.5174 2.4580
C 1.1581 3.4440 3.3144
C 1.1127 2.0565 2.6674
N 0.0278 1.9751 1.6173
C 2.4971 1.6501 2.1520
C 3.2417 2.7085 1.3475
N 2.6171 2.8221 -0.0258
C 3.2301 4.0719 2.0303
H 0.1011 5.1156 1.4975
H 1.8262 3.4966 0.0024
H 1.4387 5.5511 0.7220
H 1.9337 5.4177 3.0679
H 0.1470 3.7571 3.5895
H 1.7157 3.3688 4.2506
H 0.8346 1.3338 3.4306
H -0.0561 2.9161 1.2143
H -0.8552 1.8307 2.0995
H 2.4281 0.7137 1.5900
H 3.1144 1.4349 3.0275
H 4.2673 2.3816 1.1901
H 2.2362 1.9193 -0.3180
H 3.2591 3.1302 -0.7568
H 3.6885 4.8260 1.3828
H 3.8690 4.0032 2.9127
O -0.9390 -0.9852 -3.4722
C -0.7264 0.2028 -3.3986
N -0.2490 0.8787 -2.2891
S -0.1600 2.5005 -2.5152
O -1.0978 3.1091 -1.5782
O 1.2149 2.9239 -2.3264
C -0.6767 2.4994 -4.1797
C -0.8084 3.5531 -5.0617
C -1.2275 3.2375 -6.3481
C -1.4920 1.9193 -6.7133
C -1.3443 0.8739 -5.8058
C -0.9319 1.1790 -4.5265
H -0.5979 4.5737 -4.7726
H -1.3495 4.0287 -7.0759
H -1.8193 1.7067 -7.7224
H -1.5467 -0.1531 -6.0797
C -0.4673 -2.6540 4.3937
C 0.9126 -2.6665 3.7082
C 0.9580 -1.7135 2.5018
C -0.4075 -1.7314 1.8046
C -1.4756 -1.0747 2.7085
C -1.1567 -1.3066 4.1971
P -0.4656 -1.1605 0.0829
C -2.1466 -1.3992 -0.5733
C -2.7369 -2.8086 -0.3150
C -4.2615 -2.7882 -0.5248
C -4.6413 -1.8071 -1.6293
C -4.3349 -0.3612 -1.1944
C -3.1616 -0.3045 -0.1998
C 0.6753 -2.1296 -0.9528
C 2.0980 -1.5336 -1.0421
C 3.0084 -2.5448 -1.7355
C 3.2028 -3.8053 -0.8725
C 1.9997 -4.0773 0.0438
C 0.6933 -3.6495 -0.6192
H -0.3629 -2.8827 5.4532
H -1.1056 -3.4399 3.9788
H 1.1554 -3.6797 3.3817
H 1.6903 -2.3755 4.4165
H 1.7732 -1.9901 1.8362
H 1.1654 -0.7006 2.8448
H -0.6781 -2.7867 1.6711
H -2.4580 -1.4876 2.4730
H -1.5491 -0.0011 2.5063
H -2.0780 -1.2521 4.7761
H -0.5104 -0.5096 4.5799
H -1.9613 -1.3077 -1.6506
H -2.5158 -3.1681 0.6925
H -2.2826 -3.5122 -1.0124
H -4.7636 -2.5030 0.4038
H -4.6000 -3.7966 -0.7607
H -5.6949 -1.9050 -1.8846
H -4.0824 -2.0564 -2.5363
H -5.2129 0.0870 -0.7272
H -4.1010 0.2495 -2.0691
H -3.5233 -0.4676 0.8180
H -2.7138 0.6894 -0.2232
H 0.2166 -1.9981 -1.9321
H 2.5042 -1.2982 -0.0531
H 2.0582 -0.6002 -1.6078
H 3.9705 -2.0910 -1.9729
H 2.5508 -2.8092 -2.6934
H 4.1032 -3.7088 -0.2640
H 3.3667 -4.6620 -1.5271
H 2.1205 -3.5458 0.9926
H 1.9518 -5.1350 0.3015
H -0.1588 -3.9454 -0.0085
H 0.5785 -4.1887 -1.5622
*
```

Calculated values
E_LUMO, eV: -6.72
Relative energy (zero: lowest compared OMol25 entry of this formula, charge and spin), eV: 1.443
Frontier orbital gap, eV: 7.794

[2]
Formula: C28H65N3O7
Source: the Open Molecules 2025 dataset
Level of theory: ωB97M-V/def2-TZVPD

```
! wB97M-V def2-TZVPD RIJCOSX def2/J DEFGRID3
* xyz 0 1
C 7.9080 -0.3530 0.2658
C 8.3559 1.1136 0.0826
C 7.2173 1.9425 -0.5045
C 7.7410 3.3565 -0.7913
O 6.1780 1.9092 0.4686
C 5.0346 2.4785 0.0570
O 4.5700 2.2832 -1.0051
O 4.5128 3.2213 0.9968
C 3.2577 3.8066 0.6441
C 2.0729 2.8878 0.9279
C 0.7956 3.3397 0.1756
C -0.1690 4.1058 1.0738
C -1.5862 4.2388 0.5189
C -2.1696 2.9455 -0.0892
C -3.6689 2.7623 0.1611
C -4.0474 1.3056 -0.1985
C -5.4753 0.9566 0.2590
C -6.4498 1.3487 -0.8739
O -7.8060 1.2052 -0.5481
C -8.1668 -0.1455 -0.3427
H 6.9593 -0.4904 -0.2516
H 8.6109 -1.0224 -0.2173
H 7.7741 -0.6223 1.3062
H 8.6712 1.5633 1.0188
H 9.1906 1.1510 -0.6137
H 6.9641 1.4608 -1.4461
H 7.0103 4.1467 -0.6369
H 8.1468 3.3854 -1.7963
H 8.5843 3.5514 -0.1321
H 3.1411 4.6602 1.3052
H 3.2303 4.2057 -0.3636
H 1.8593 2.9999 1.9910
H 2.3132 1.8410 0.7659
H 0.3639 2.4519 -0.2726
H 1.1354 4.0014 -0.6202
H 0.2154 5.1214 1.1816
H -0.1705 3.6964 2.0820
H -2.2670 4.6077 1.2840
H -1.6045 4.9986 -0.2624
H -1.6379 2.0910 0.3311
H -1.9938 2.9544 -1.1635
H -4.1907 3.3980 -0.5528
H -3.9463 2.9491 1.1952
H -3.9215 1.2297 -1.2783
H -3.3227 0.6417 0.2682
H -5.7429 1.3997 1.2148
H -5.5446 -0.1273 0.3704
H -6.1788 0.8414 -1.8056
H -6.2650 2.4064 -1.0609
H -7.8295 -0.4556 0.6482
H -7.7210 -0.7964 -1.0996
H -9.2419 -0.2609 -0.4001
C -4.6687 -2.1476 -2.7016
O -5.3428 -3.1427 -1.9525
C -4.6312 -4.3523 -1.7761
C -3.5637 -4.3135 -0.6709
C -2.2960 -3.5573 -1.0578
N -4.0904 -3.7478 0.5766
H -4.0730 -2.5838 -3.5082
H -4.0487 -1.5372 -2.0408
H -5.4216 -1.4947 -3.1449
H -5.3844 -5.0910 -1.4888
H -4.2074 -4.6917 -2.7309
H -3.2734 -5.3499 -0.4738
H -2.4249 -2.4764 -1.0032
H -1.4837 -3.8142 -0.3774
H -1.9764 -3.8128 -2.0705
H -4.8636 -4.3227 0.9014
H -4.5275 -2.8577 0.3468
C 9.4543 -1.1300 -3.6319
O 9.2952 -1.9794 -2.5103
C 8.4431 -3.0912 -2.7188
C 9.0857 -4.2717 -3.4635
C 9.2466 -4.0453 -4.9639
N 10.3897 -4.6318 -2.8966
H 8.5349 -1.0556 -4.2194
H 10.2785 -1.4669 -4.2639
H 9.7108 -0.1370 -3.2603
H 8.1704 -3.4355 -1.7172
H 7.5113 -2.7718 -3.2045
H 8.4165 -5.1280 -3.3365
H 10.0969 -3.4056 -5.1979
H 9.4163 -4.9957 -5.4704
H 8.3500 -3.5933 -5.3941
H 10.2656 -4.8999 -1.9238
H 10.9471 -3.7821 -2.8467
C -7.7351 1.9069 4.2433
O -6.5179 1.2265 3.9932
C -6.0584 0.4052 5.0503
C -6.7482 -0.9641 5.1511
C -8.1574 -0.9087 5.7335
N -6.7977 -1.6463 3.8528
H -7.8229 2.2110 5.2901
H -8.5915 1.2937 3.9561
H -7.7479 2.8004 3.6189
H -4.9995 0.2308 4.8401
H -6.1032 0.9481 6.0041
H -6.1433 -1.5747 5.8282
H -8.8932 -0.5659 5.0067
H -8.4693 -1.9025 6.0555
H -8.2008 -0.2476 6.6019
H -5.8483 -1.7918 3.5183
H -7.1970 -0.9944 3.1809
*
```

Calculated values
E_LUMO, eV: 0.74
Structure (SMILES): CC[C@H](C)OC(=O)OCCCCCCCCCCOC.COC[C@@H](C)N.COC[C@@H](C)N.COC[C@@H](C)N
Frontier orbital gap, eV: 10.009